Here is a molecular structure, C42H65AsAuNO3Si4 at a distorted geometry from the OMol25 dataset. Energies are from ωB97M-V/def2-TZVPD.

Results
Energy relative to the best compared isomer or geometry (same formula, charge and spin): 292.4 kJ/mol
Kohn-Sham gap (spin up / spin down): 0.1531 / 0.1532 hartree
Largest force on an atom: 5.70 eV/Å
E_LUMO (spin up / spin down): -0.993 / -0.993 eV
Charge: 0

XYZ file:
```
117
C42H65AsAuNO3Si4 | the OMol25 dataset | ωB97M-V/def2-TZVPD
Au 0.29 0.39 0.09
C -2.47 -6.49 -0.06
C -1.25 -5.86 0.09
C -1.06 -4.59 -0.43
C -2.07 -3.94 -1.12
C -3.29 -4.59 -1.27
C -3.50 -5.85 -0.74
Si -1.70 -2.19 -1.77
C -0.34 -2.54 -3.05
C -0.01 -3.84 -3.43
C 0.81 -4.09 -4.52
C 1.33 -3.04 -5.26
C 1.03 -1.74 -4.88
C 0.21 -1.50 -3.80
C -3.15 -1.48 -2.79
C -2.92 -0.95 -4.05
C -3.93 -0.35 -4.78
C -5.20 -0.25 -4.25
C -5.46 -0.79 -3.00
C -4.45 -1.41 -2.29
H -2.63 -7.48 0.35
H -0.45 -6.35 0.63
H -0.11 -4.10 -0.30
H -4.09 -4.10 -1.80
H -4.46 -6.33 -0.85
H -0.41 -4.68 -2.89
H 1.02 -5.11 -4.81
H 1.95 -3.23 -6.12
H 1.42 -0.91 -5.46
H -0.01 -0.49 -3.50
H -1.94 -1.02 -4.48
H -3.71 0.03 -5.77
H -5.99 0.23 -4.81
H -6.46 -0.73 -2.58
H -4.69 -1.85 -1.33
C 3.98 1.65 2.89
Si 2.18 2.32 2.99
C 1.76 3.80 1.86
C 2.19 3.07 4.77
As 0.47 0.71 2.51
Si 1.16 -1.17 3.77
C 2.39 -2.05 2.60
C 1.93 -0.62 5.44
C -0.16 -2.46 4.27
Si -1.41 1.65 3.64
C -2.19 2.93 2.44
C -2.76 0.37 4.12
C -1.11 2.54 5.32
H 4.69 2.47 2.80
H 4.13 1.01 2.03
H 4.25 1.09 3.78
H 2.54 4.57 1.85
H 0.85 4.27 2.21
H 1.59 3.47 0.84
H 3.10 3.64 4.93
H 2.14 2.31 5.54
H 1.36 3.75 4.92
H 3.19 -1.37 2.29
H 1.84 -2.34 1.70
H 2.85 -2.94 3.02
H 2.84 -0.05 5.31
H 2.15 -1.47 6.08
H 1.23 0.01 5.98
H -0.47 -3.05 3.41
H -1.05 -1.99 4.68
H 0.23 -3.15 5.01
H -2.05 2.63 1.41
H -1.74 3.91 2.56
H -3.26 3.05 2.60
H -2.98 -0.32 3.31
H -3.69 0.87 4.38
H -2.45 -0.22 4.98
H -0.81 3.57 5.19
H -0.35 2.04 5.92
H -2.03 2.55 5.91
C -2.42 -2.60 1.55
O -1.28 -2.00 0.96
C -1.53 -1.15 -0.15
C -2.65 -0.16 0.12
H -2.86 -1.96 2.32
H -2.10 -3.53 2.01
H -3.18 -2.83 0.80
H -3.63 -0.64 0.22
H -2.72 0.56 -0.70
H -2.45 0.37 1.05
C 1.56 1.79 -3.97
C 0.85 1.93 -2.64
O 0.55 0.80 -2.05
C 0.50 3.21 -2.18
C -0.32 3.38 -1.03
C -0.71 4.62 -0.61
C -0.28 5.77 -1.27
C 0.54 5.63 -2.39
C 0.92 4.39 -2.84
H 1.91 0.77 -4.09
H 2.41 2.47 -4.04
H 0.87 2.03 -4.78
H -0.63 2.48 -0.50
H -1.36 4.71 0.25
H -0.59 6.74 -0.93
H 0.87 6.52 -2.91
H 1.55 4.34 -3.71
C 4.55 0.64 -2.72
N 3.72 0.38 -1.56
C 3.16 -0.94 -1.41
C 3.40 1.32 -0.67
C 4.02 2.69 -0.85
O 2.66 1.07 0.30
H 4.42 -0.16 -3.43
H 5.61 0.71 -2.44
H 4.27 1.58 -3.20
H 3.77 -1.66 -1.95
H 2.12 -0.96 -1.77
H 3.15 -1.20 -0.35
H 5.10 2.60 -0.94
H 3.78 3.30 0.01
H 3.62 3.16 -1.74
```

These are the Mulliken partial charges, in e, on atoms 1 to 99: atom 1 (Au): 2.28, atom 2 (C): -0.63, atom 3 (C): -0.73, atom 4 (C): -0.04, atom 5 (C): -0.03, atom 6 (C): -0.15, atom 7 (C): -0.66, atom 8 (Si): -0.10, atom 9 (C): 1.55, atom 10 (C): -0.74, atom 11 (C): -0.70, atom 12 (C): -1.07, atom 13 (C): -0.67, atom 14 (C): -0.22, atom 15 (C): 0.39, atom 16 (C): -0.40, atom 17 (C): -0.82, atom 18 (C): -0.60, atom 19 (C): -0.93, atom 20 (C): 0.05, atom 21 (H): 0.37, atom 22 (H): 0.42, atom 23 (H): 0.44, atom 24 (H): 0.30, atom 25 (H): 0.41, atom 26 (H): 0.27, atom 27 (H): 0.43, atom 28 (H): 0.39, atom 29 (H): 0.49, atom 30 (H): 0.00, atom 31 (H): 0.35, atom 32 (H): 0.43, atom 33 (H): 0.36, atom 34 (H): 0.44, atom 35 (H): 0.28, atom 36 (C): -0.92, atom 37 (Si): 0.53, atom 38 (C): -0.48, atom 39 (C): -1.21, atom 40 (As): 0.48, atom 41 (Si): 0.50, atom 42 (C): -0.70, atom 43 (C): -1.09, atom 44 (C): -0.66, atom 45 (Si): 0.83, atom 46 (C): -1.09, atom 47 (C): -0.99, atom 48 (C): -1.35, atom 49 (H): 0.47, atom 50 (H): -0.04, atom 51 (H): 0.38, atom 52 (H): 0.58, atom 53 (H): 0.31, atom 54 (H): -0.46, atom 55 (H): 0.41, atom 56 (H): 0.33, atom 57 (H): 0.33, atom 58 (H): 0.14, atom 59 (H): -0.09, atom 60 (H): 0.60, atom 61 (H): 0.24, atom 62 (H): 0.42, atom 63 (H): 0.26, atom 64 (H): -0.17, atom 65 (H): 0.25, atom 66 (H): 0.45, atom 67 (H): -0.03, atom 68 (H): 0.37, atom 69 (H): 0.62, atom 70 (H): -0.01, atom 71 (H): 0.45, atom 72 (H): 0.33, atom 73 (H): 0.33, atom 74 (H): 0.29, atom 75 (H): 0.40, atom 76 (C): -1.19, atom 77 (O): 0.59, atom 78 (C): 0.42, atom 79 (C): -1.13, atom 80 (H): 0.14, atom 81 (H): 0.37, atom 82 (H): 0.29, atom 83 (H): 0.35, atom 84 (H): 0.46, atom 85 (H): -0.57, atom 86 (C): -1.42, atom 87 (C): 0.26, atom 88 (O): -0.45, atom 89 (C): 0.28, atom 90 (C): 0.62, atom 91 (C): -0.34, atom 92 (C): -0.66, atom 93 (C): -1.01, atom 94 (C): -0.51, atom 95 (H): -0.13, atom 96 (H): 0.52, atom 97 (H): 0.37, atom 98 (H): -0.44, atom 99 (H): 0.39

***

Here is 5 unconnected molecules or ions with the total composition C42H65IN6O5P2 at a distorted geometry from the OMol25 dataset. Energies are from ωB97M-V/def2-TZVPD.

Results
Structure (SMILES): C=C[C@@](I)(CCCCOC=O)O[C@H](NCCCC)[C@@H](O[C@](C)(c1ccccn1)P(CC)CC)P(C)O.c1cc[nH]c1.c1cc[nH]c1.c1cc[nH]c1.c1cc[nH]c1
Kohn-Sham gap: 0.2889 hartree
Largest force on an atom: 5.88 eV/Å
E_LUMO: -0.031 eV
Charge: 0

XYZ file:
```
121
C42H65IN6O5P2 | the OMol25 dataset | ωB97M-V/def2-TZVPD
C 1.14 4.69 -2.65
C 0.55 4.17 -1.45
C 1.29 3.83 -0.09
I 3.46 4.13 -0.47
C 0.95 4.94 1.08
C 0.20 6.24 0.54
C 1.15 7.25 -0.32
C 0.29 8.10 -1.41
O 0.98 7.97 -2.70
C 0.07 8.03 -3.79
O 0.31 7.46 -4.88
O 1.09 2.57 0.51
C 0.46 1.55 -0.28
N 0.11 0.46 0.70
C -0.95 -0.44 0.17
C -2.08 -0.62 1.32
C -3.56 -0.46 0.67
C -3.97 -1.78 -0.18
C 1.34 0.96 -1.50
O 1.82 -0.39 -1.33
C 3.22 -0.45 -1.00
C 3.61 0.20 0.42
C 4.20 0.03 -2.20
C 5.65 0.48 -1.97
C 6.63 0.99 -3.06
C 5.97 0.96 -4.50
C 4.52 0.43 -4.54
N 3.65 0.01 -3.51
P 3.60 -2.34 -0.81
C 4.41 -3.02 -2.39
C 6.01 -2.83 -2.45
C 4.70 -2.66 0.70
C 4.99 -4.27 0.71
P 0.16 0.90 -3.05
C 1.03 1.58 -4.58
O -0.13 -0.80 -3.31
H 1.96 5.48 -2.70
H 0.71 4.31 -3.64
H -0.59 4.02 -1.49
H 1.89 5.25 1.65
H 0.25 4.40 1.81
H -0.09 6.86 1.47
H -0.80 6.03 0.01
H 1.94 6.70 -0.93
H 1.68 7.99 0.38
H -0.78 7.71 -1.43
H 0.36 9.22 -1.14
H -0.89 8.65 -3.70
H -0.57 1.84 -0.71
H 0.95 -0.02 1.03
H -1.41 -0.13 -0.83
H -0.44 -1.47 -0.02
H -1.95 -1.64 1.84
H -1.97 0.26 2.05
H -3.58 0.51 0.04
H -4.35 -0.34 1.50
H -4.56 -1.40 -1.10
H -4.60 -2.44 0.50
H -2.99 -2.29 -0.51
H 2.13 1.75 -1.77
H 3.04 -0.42 1.23
H 3.30 1.28 0.55
H 4.72 0.11 0.69
H 6.05 0.44 -0.89
H 7.70 1.35 -2.87
H 6.54 1.28 -5.43
H 4.07 0.38 -5.61
H 4.22 -4.16 -2.37
H 3.96 -2.61 -3.35
H 6.44 -2.33 -1.50
H 6.51 -3.85 -2.61
H 6.34 -2.14 -3.32
H 4.24 -2.31 1.70
H 5.74 -2.17 0.63
H 5.29 -4.57 1.78
H 5.81 -4.55 -0.05
H 4.02 -4.80 0.42
H 1.62 0.72 -5.08
H 1.68 2.50 -4.40
H 0.20 1.83 -5.34
H -0.37 -1.21 -2.45
C 1.29 -6.90 3.25
C 0.33 -5.90 3.55
C 0.34 -5.00 2.52
N 1.27 -5.41 1.60
C 1.86 -6.57 2.04
H 1.55 -7.76 3.85
H -0.30 -5.85 4.43
H -0.24 -4.10 2.35
H 1.50 -4.94 0.74
H 2.62 -7.06 1.45
C -8.26 -1.03 -3.98
C -8.11 -2.32 -3.43
C -6.77 -2.61 -3.42
N -6.10 -1.53 -3.95
C -7.01 -0.56 -4.29
H -9.19 -0.49 -4.14
H -8.90 -2.97 -3.07
H -6.23 -3.48 -3.08
H -5.10 -1.47 -4.07
H -6.68 0.37 -4.73
C -3.34 -5.15 7.35
C -3.20 -6.44 7.91
C -1.86 -6.74 7.92
N -1.19 -5.67 7.38
C -2.08 -4.70 7.04
H -4.27 -4.61 7.19
H -3.99 -7.09 8.26
H -1.33 -7.61 8.26
H -0.19 -5.61 7.27
H -1.75 -3.77 6.60
C -4.80 3.19 4.40
C -6.21 3.04 4.43
C -6.61 2.71 3.16
N -5.49 2.67 2.36
C -4.39 2.96 3.12
H -4.16 3.45 5.24
H -6.86 3.15 5.29
H -7.59 2.51 2.75
H -5.49 2.46 1.38
H -3.40 2.97 2.67
```

These are the Mulliken partial charges, in e, on atoms 1 to 99: atom 1 (C): -1.12, atom 2 (C): 0.26, atom 3 (C): 0.20, atom 4 (I): 0.08, atom 5 (C): -0.49, atom 6 (C): -0.77, atom 7 (C): -0.14, atom 8 (C): -0.67, atom 9 (O): -0.28, atom 10 (C): 0.18, atom 11 (O): -0.49, atom 12 (O): -0.45, atom 13 (C): -1.33, atom 14 (N): -0.12, atom 15 (C): -0.22, atom 16 (C): -0.61, atom 17 (C): -0.37, atom 18 (C): -0.84, atom 19 (C): 0.47, atom 20 (O): 0.46, atom 21 (C): 1.49, atom 22 (C): -1.22, atom 23 (C): -0.31, atom 24 (C): -0.48, atom 25 (C): -0.60, atom 26 (C): -0.51, atom 27 (C): -0.24, atom 28 (N): 0.05, atom 29 (P): -0.45, atom 30 (C): -0.55, atom 31 (C): -0.87, atom 32 (C): -0.36, atom 33 (C): -0.85, atom 34 (P): 0.26, atom 35 (C): -0.76, atom 36 (O): -0.65, atom 37 (H): 0.11, atom 38 (H): 0.33, atom 39 (H): 0.25, atom 40 (H): 0.29, atom 41 (H): 0.28, atom 42 (H): 0.42, atom 43 (H): 0.36, atom 44 (H): -0.05, atom 45 (H): 0.48, atom 46 (H): 0.43, atom 47 (H): 0.27, atom 48 (H): 0.35, atom 49 (H): 0.59, atom 50 (H): 0.16, atom 51 (H): 0.18, atom 52 (H): 0.24, atom 53 (H): 0.06, atom 54 (H): 0.30, atom 55 (H): 0.18, atom 56 (H): 0.38, atom 57 (H): 0.11, atom 58 (H): 0.34, atom 59 (H): 0.25, atom 60 (H): 0.14, atom 61 (H): 0.27, atom 62 (H): -0.37, atom 63 (H): 0.54, atom 64 (H): 0.17, atom 65 (H): 0.37, atom 66 (H): 0.34, atom 67 (H): 0.27, atom 68 (H): 0.53, atom 69 (H): 0.44, atom 70 (H): 0.16, atom 71 (H): 0.29, atom 72 (H): 0.21, atom 73 (H): 0.43, atom 74 (H): 0.35, atom 75 (H): 0.36, atom 76 (H): 0.21, atom 77 (H): 0.11, atom 78 (H): 0.21, atom 79 (H): 0.25, atom 80 (H): 0.38, atom 81 (H): 0.31, atom 82 (C): -0.76, atom 83 (C): -0.12, atom 84 (C): -0.72, atom 85 (N): 0.05, atom 86 (C): -0.38, atom 87 (H): 0.41, atom 88 (H): 0.58, atom 89 (H): 0.34, atom 90 (H): 0.22, atom 91 (H): 0.38, atom 92 (C): -0.39, atom 93 (C): -0.37, atom 94 (C): -0.49, atom 95 (N): 0.02, atom 96 (C): -0.50, atom 97 (H): 0.38, atom 98 (H): 0.40, atom 99 (H): 0.38

***

Here is 4 unconnected molecules or ions with the total composition C42H66F25N4O4S2 at a distorted geometry from the OMol25 dataset. Energies are from ωB97M-V/def2-TZVPD.

Results
Kohn-Sham gap: 0.1613 hartree
Largest force on an atom: 4.32 eV/Å
E_LUMO: -5.907 eV
Charge: +1

XYZ file:
```
143
C42H66F25N4O4S2 | the OMol25 dataset | ωB97M-V/def2-TZVPD
C 3.93 7.36 -2.58
C 2.74 7.27 -1.45
C 3.07 6.16 -0.25
C 2.67 4.64 -0.82
C 4.08 3.80 -0.89
C 4.03 2.42 -1.78
C 2.61 2.15 -2.56
C 2.82 0.94 -3.70
N 2.58 -0.44 -3.13
C 2.08 -1.42 -4.17
C 0.49 -1.17 -4.58
C 0.42 -0.71 -6.18
C -1.14 -0.98 -6.70
C -2.19 -0.45 -5.54
C -3.71 -0.17 -6.16
C -4.40 0.95 -5.15
C -5.38 1.89 -6.11
C 3.75 -0.96 -2.33
S 5.39 -0.88 -2.77
S 3.33 -1.82 -0.69
C 2.92 -0.50 0.60
C 2.51 -1.15 2.04
C 1.17 -0.46 2.73
N 1.49 0.55 3.82
C 0.98 0.20 5.23
C -0.54 0.89 5.39
C -0.21 2.12 6.44
C -1.54 3.08 6.76
C -1.15 4.47 7.51
C -1.72 4.67 9.02
O -2.33 3.49 9.64
N -0.78 1.18 3.93
F -1.88 1.90 3.59
C 0.57 1.75 3.50
N 0.90 3.00 3.02
H 4.75 8.18 -2.31
H 3.43 7.73 -3.60
H 4.51 6.35 -2.74
H 2.69 8.34 -0.92
H 1.69 7.10 -1.94
H 2.49 6.44 0.73
H 4.24 6.20 -0.05
H 1.96 4.18 0.01
H 2.14 4.80 -1.84
H 4.36 3.46 0.22
H 4.95 4.46 -1.32
H 4.87 2.47 -2.62
H 4.26 1.51 -1.05
H 1.75 1.77 -1.85
H 2.21 3.08 -3.18
H 2.00 1.19 -4.53
H 3.86 1.05 -4.27
H 2.79 -1.45 -5.10
H 2.08 -2.49 -3.63
H 0.15 -0.22 -3.94
H -0.21 -2.07 -4.32
H 0.66 0.43 -6.34
H 1.22 -1.32 -6.79
H -1.21 -2.15 -6.86
H -1.31 -0.47 -7.74
H -2.34 -1.24 -4.66
H -1.75 0.53 -5.06
H -3.67 0.20 -7.28
H -4.30 -1.19 -6.03
H -3.60 1.67 -4.69
H -5.00 0.44 -4.27
H -6.19 1.18 -6.60
H -5.86 2.71 -5.40
H -4.66 2.37 -6.92
H 2.14 0.26 0.15
H 3.92 0.13 0.78
H 3.40 -0.98 2.79
H 2.32 -2.31 1.85
H 0.56 0.03 1.82
H 0.50 -1.36 3.11
H 1.83 0.70 5.90
H 0.98 -0.97 5.24
H -1.30 0.16 5.94
H 0.69 2.79 6.10
H 0.10 1.60 7.46
H -2.39 2.45 7.26
H -1.95 3.38 5.68
H 0.03 4.67 7.53
H -1.59 5.37 6.85
H -0.79 4.96 9.71
H -2.43 5.63 9.03
H -1.67 2.90 10.10
H 0.62 3.38 2.09
H 1.41 3.65 3.68
C 2.21 -8.39 -3.56
C 1.83 -8.24 -5.04
C 2.99 -7.91 -5.96
F 3.57 -6.72 -5.66
F 2.56 -7.80 -7.25
F 0.83 -7.32 -5.15
F 1.29 -9.43 -5.44
O 1.98 -7.24 -2.73
C 3.03 -6.27 -2.73
C 2.58 -4.92 -3.29
F 2.14 -5.03 -4.57
F 3.61 -4.03 -3.31
F 4.11 -6.78 -3.37
F 3.40 -6.13 -1.43
H 1.54 -9.15 -3.14
H 3.21 -8.80 -3.42
H 3.75 -8.69 -5.94
H 1.77 -4.49 -2.69
C -5.50 -5.62 -9.15
C -4.46 -5.89 -10.25
C -3.01 -5.73 -9.81
F -2.73 -4.47 -9.40
F -2.17 -5.99 -10.85
F -4.74 -5.11 -11.33
F -4.64 -7.18 -10.67
O -6.09 -4.32 -9.14
C -5.34 -3.31 -8.46
C -4.88 -2.18 -9.39
F -4.08 -2.65 -10.39
F -4.15 -1.26 -8.71
F -4.33 -3.89 -7.78
F -6.19 -2.81 -7.52
H -6.34 -6.29 -9.34
H -5.14 -5.91 -8.15
H -2.76 -6.42 -9.00
H -5.73 -1.67 -9.85
C -2.06 2.11 13.39
C -0.57 2.04 13.06
C 0.23 1.04 13.89
F 0.20 1.32 15.21
F 1.54 1.04 13.52
F -0.03 3.29 13.15
F -0.46 1.69 11.74
O -2.46 3.17 14.27
C -2.34 2.88 15.67
C -1.34 3.80 16.37
F -0.09 3.70 15.83
F -1.21 3.48 17.69
F -2.05 1.57 15.83
F -3.58 3.06 16.19
H -2.58 2.34 12.45
H -2.47 1.14 13.70
H -0.15 0.02 13.75
H -1.65 4.85 16.30
```

These are the Mulliken partial charges, in e, on atoms 1 to 99: atom 1 (C): -0.85, atom 2 (C): -0.52, atom 3 (C): -0.54, atom 4 (C): 0.32, atom 5 (C): -0.55, atom 6 (C): 0.04, atom 7 (C): -0.39, atom 8 (C): -0.49, atom 9 (N): 0.30, atom 10 (C): 0.76, atom 11 (C): -0.35, atom 12 (C): -0.58, atom 13 (C): -0.35, atom 14 (C): -0.46, atom 15 (C): 0.05, atom 16 (C): -0.48, atom 17 (C): -0.95, atom 18 (C): -0.10, atom 19 (S): -0.10, atom 20 (S): -0.14, atom 21 (C): -0.18, atom 22 (C): -0.53, atom 23 (C): -0.43, atom 24 (N): 0.07, atom 25 (C): -0.80, atom 26 (C): 0.13, atom 27 (C): -0.75, atom 28 (C): -0.32, atom 29 (C): -0.53, atom 30 (C): -0.33, atom 31 (O): -0.52, atom 32 (N): 0.25, atom 33 (F): -0.18, atom 34 (C): -0.13, atom 35 (N): -0.22, atom 36 (H): 0.27, atom 37 (H): 0.27, atom 38 (H): 0.18, atom 39 (H): 0.31, atom 40 (H): 0.31, atom 41 (H): 0.32, atom 42 (H): 0.28, atom 43 (H): -0.52, atom 44 (H): 0.28, atom 45 (H): 0.17, atom 46 (H): 0.23, atom 47 (H): 0.31, atom 48 (H): -0.26, atom 49 (H): -0.01, atom 50 (H): 0.30, atom 51 (H): 0.01, atom 52 (H): 0.37, atom 53 (H): 0.42, atom 54 (H): -1.21, atom 55 (H): 0.13, atom 56 (H): 0.27, atom 57 (H): 0.23, atom 58 (H): 0.34, atom 59 (H): 0.14, atom 60 (H): 0.27, atom 61 (H): 0.15, atom 62 (H): 0.16, atom 63 (H): 0.16, atom 64 (H): 0.06, atom 65 (H): 0.26, atom 66 (H): 0.29, atom 67 (H): 0.22, atom 68 (H): 0.34, atom 69 (H): 0.25, atom 70 (H): -0.06, atom 71 (H): 0.26, atom 72 (H): 0.24, atom 73 (H): 0.30, atom 74 (H): 0.40, atom 75 (H): 0.39, atom 76 (H): 0.32, atom 77 (H): 0.34, atom 78 (H): 0.48, atom 79 (H): 0.26, atom 80 (H): 0.28, atom 81 (H): 0.34, atom 82 (H): 0.19, atom 83 (H): 0.26, atom 84 (H): 0.30, atom 85 (H): 0.20, atom 86 (H): 0.29, atom 87 (H): 0.25, atom 88 (H): 0.22, atom 89 (H): 0.30, atom 90 (C): -0.71, atom 91 (C): 0.90, atom 92 (C): 0.08, atom 93 (F): -0.18, atom 94 (F): -0.28, atom 95 (F): -0.27, atom 96 (F): -0.33, atom 97 (O): -0.40, atom 98 (C): 0.57, atom 99 (C): 0.33